Entry 1:
Entry from OMol25: the molecule C2H2N2O2 in a non-equilibrium geometry (ωB97M-V/def2-TZVPD).

Computed properties:
Structure (SMILES) = N#CC[N+](=O)[O-]
E_tot = -337.26600 Ha
Kohn-Sham gap = 11.20 eV
Energy relative to the best compared isomer or geometry (same formula, charge and spin) = 415.9 kJ/mol
F_max = 3.710 eV/A

Element x y z (Å)
N: 1.857 0.473 0.521
C: 1.455 0.590 -0.543
C: 0.662 0.669 -1.863
N: -0.795 0.506 -1.648
O: -1.293 1.621 -1.508
O: -1.279 -0.591 -1.568
H: 0.894 1.532 -2.480
H: 0.840 -0.329 -2.284

Want to see where the charge sits? The natural (NBO) charges in e are: number 1, N, carries -0.26; number 2, C, carries 0.25; number 3, C, carries -0.37; number 4, N, carries 0.53; number 5, O, carries -0.36; number 6, O, carries -0.32; number 7, H, carries 0.27; number 8, H, carries 0.26


Entry 2:
Entry from OMol25: a structure of composition C3H6N2O in a non-equilibrium geometry (ωB97M-V/def2-TZVPD).

Computed properties:
E_tot = -302.56372 Ha
Kohn-Sham gap = 10.39 eV
Energy relative to the best compared isomer or geometry (same formula, charge and spin) = 339.7 kJ/mol
F_max = 6.247 eV/A

Element x y z (Å)
C: 0.657 1.399 0.054
C: 0.829 -0.057 -0.217
C: -1.725 -0.576 0.030
H: -0.099 2.032 -0.648
H: 1.551 1.731 0.259
H: 0.061 1.602 0.981
H: 1.690 -1.617 -0.700
H: 0.079 -1.777 0.214
H: -2.279 -1.652 0.792
N: 1.958 -0.686 -0.369
N: -0.324 -0.738 0.123
O: -2.398 0.340 -0.520

Want to see where the charge sits? The natural (NBO) charges in e are: number 1, C, carries -0.68; number 2, C, carries 0.46; number 3, C, carries 0.57; number 4, H, carries 0.26; number 5, H, carries 0.23; number 6, H, carries 0.23; number 7, H, carries 0.32; number 8, H, carries 0.41; number 9, H, carries 0.10; number 10, N, carries -0.65; number 11, N, carries -0.68; number 12, O, carries -0.56


Entry 3:
Entry from OMol25: a structure of composition C22H40IrN3O7P2S in a non-equilibrium geometry (ωB97M-V/def2-TZVPD).

Computed properties:
E_tot = -2738.45440 Ha
Charge = +1
Kohn-Sham gap (alpha / beta) = 7.34 / 6.62 eV
Multiplicity = 2
Energy relative to the best compared isomer or geometry (same formula, charge and spin) = 26.7 kJ/mol
F_max = 1.824 eV/A

Element x y z (Å)
Ir: 0.370 0.506 -0.107
N: 4.605 1.375 -0.049
C: 3.323 1.044 0.207
S: 2.252 0.820 -1.158
N: 2.900 0.921 1.415
N: 1.589 0.475 1.493
C: 1.142 0.395 2.707
C: -0.065 -0.281 3.059
C: -0.574 -0.199 4.365
C: -1.714 -0.883 4.711
C: -2.348 -1.679 3.747
C: -1.838 -1.813 2.474
C: -0.680 -1.115 2.101
O: -0.151 -1.282 0.904
H: 4.929 1.506 -0.988
H: 5.248 1.472 0.717
H: 1.770 0.820 3.484
H: -0.054 0.411 5.095
H: -2.113 -0.815 5.712
H: -3.260 -2.202 4.008
H: -2.312 -2.442 1.735
C: -1.767 1.630 -6.123
C: -2.769 1.291 -5.041
C: -3.669 0.120 -5.375
O: -2.089 1.076 -3.762
P: -1.218 -0.086 -3.216
O: -0.205 0.443 -2.259
C: -2.323 -1.231 -2.384
P: -3.042 -0.463 -0.928
O: -2.028 0.221 -0.100
O: -3.762 -1.576 -0.084
C: -4.908 -2.343 -0.569
C: -5.937 -2.339 0.539
C: -4.438 -3.735 -0.937
O: -4.157 0.448 -1.557
C: -4.785 1.499 -0.738
C: -6.245 1.531 -1.121
C: -4.056 2.798 -0.997
O: -0.632 -0.795 -4.476
C: 0.196 -2.006 -4.581
C: 1.101 -2.197 -3.384
C: -0.711 -3.186 -4.855
H: -2.304 1.954 -7.014
H: -1.156 0.766 -6.379
H: -1.113 2.439 -5.799
H: -3.381 2.167 -4.831
H: -3.087 -0.792 -5.524
H: -4.203 0.330 -6.302
H: -4.407 -0.042 -4.587
H: -1.744 -2.090 -2.035
H: -3.107 -1.556 -3.071
H: -5.316 -1.835 -1.447
H: -5.530 -2.818 1.431
H: -6.826 -2.884 0.224
H: -6.225 -1.320 0.798
H: -3.927 -4.194 -0.090
H: -3.756 -3.724 -1.788
H: -5.296 -4.354 -1.200
H: -4.680 1.215 0.313
H: -6.353 1.771 -2.180
H: -6.761 2.295 -0.540
H: -6.725 0.570 -0.932
H: -4.154 3.081 -2.046
H: -2.998 2.698 -0.759
H: -4.483 3.589 -0.380
H: 0.804 -1.805 -5.462
H: 0.540 -2.448 -2.479
H: 1.690 -1.304 -3.183
H: 1.782 -3.022 -3.592
H: -1.325 -3.426 -3.985
H: -0.105 -4.062 -5.088
H: -1.365 -2.986 -5.704
C: 0.080 2.417 0.503
H: -0.261 3.011 -0.345
H: 0.980 2.847 0.935
H: -0.715 2.344 1.249

Want to see where the charge sits? The Löwdin charges in e are: number 1, Ir, carries 1.19; number 2, N, carries 0.10; number 3, C, carries -0.78; number 4, S, carries 0.76; number 5, N, carries 0.03; number 6, N, carries -0.21; number 7, C, carries -0.04; number 8, C, carries -0.16; number 9, C, carries -0.03; number 10, C, carries -0.08; number 11, C, carries -0.06; number 12, C, carries -0.01; number 13, C, carries -0.36; number 14, O, carries -0.21; number 15, H, carries 0.09; number 16, H, carries 0.11; number 17, H, carries 0.15; number 18, H, carries 0.12; number 19, H, carries 0.11; number 20, H, carries 0.11; number 21, H, carries 0.10; number 22, C, carries -0.03; number 23, C, carries -0.39; number 24, C, carries -0.04; number 25, O, carries -0.15; number 26, P, carries 0.46; number 27, O, carries -0.44; number 28, C, carries -0.20; number 29, P, carries 0.47; number 30, O, carries -0.31; number 31, O, carries -0.17; number 32, C, carries -0.43; number 33, C, carries -0.03; number 34, C, carries -0.03; number 35, O, carries -0.19; number 36, C, carries -0.42; number 37, C, carries -0.03; number 38, C, carries -0.03; number 39, O, carries -0.17; number 40, C, carries -0.39; number 41, C, carries -0.04; number 42, C, carries -0.03; number 43, H, carries 0.09; number 44, H, carries 0.08; number 45, H, carries 0.09; number 46, H, carries 0.14; number 47, H, carries 0.07; number 48, H, carries 0.10; number 49, H, carries 0.08; number 50, H, carries 0.09; number 51, H, carries 0.09; number 52, H, carries 0.13; number 53, H, carries 0.09; number 54, H, carries 0.09; number 55, H, carries 0.08; number 56, H, carries 0.09; number 57, H, carries 0.07; number 58, H, carries 0.09; number 59, H, carries 0.14; number 60, H, carries 0.09; number 61, H, carries 0.09; number 62, H, carries 0.08; number 63, H, carries 0.09; number 64, H, carries 0.07; number 65, H, carries 0.10; number 66, H, carries 0.15; number 67, H, carries 0.08; number 68, H, carries 0.05; number 69, H, carries 0.10; number 70, H, carries 0.07; number 71, H, carries 0.10; number 72, H, carries 0.09; number 73, C, carries -0.20; number 74, H, carries 0.02; number 75, H, carries 0.02; number 76, H, carries 0.03


Number 1 is which compound?
C2H2N2O2


Repeat the second record exactly.
Entry from OMol25: a structure of composition C3H6N2O in a non-equilibrium geometry (ωB97M-V/def2-TZVPD).

Computed properties:
E_tot = -302.56372 Ha
Kohn-Sham gap = 10.39 eV
Energy relative to the best compared isomer or geometry (same formula, charge and spin) = 339.7 kJ/mol
F_max = 6.247 eV/A

Element x y z (Å)
C: 0.657 1.399 0.054
C: 0.829 -0.057 -0.217
C: -1.725 -0.576 0.030
H: -0.099 2.032 -0.648
H: 1.551 1.731 0.259
H: 0.061 1.602 0.981
H: 1.690 -1.617 -0.700
H: 0.079 -1.777 0.214
H: -2.279 -1.652 0.792
N: 1.958 -0.686 -0.369
N: -0.324 -0.738 0.123
O: -2.398 0.340 -0.520

Want to see where the charge sits? The natural (NBO) charges in e are: number 1, C, carries -0.68; number 2, C, carries 0.46; number 3, C, carries 0.57; number 4, H, carries 0.26; number 5, H, carries 0.23; number 6, H, carries 0.23; number 7, H, carries 0.32; number 8, H, carries 0.41; number 9, H, carries 0.10; number 10, N, carries -0.65; number 11, N, carries -0.68; number 12, O, carries -0.56


Which value of energy relative to the best compared isomer or geometry (same formula, charge and spin) does entry 3 give?
26.7 kJ/mol